Entry 1:
{"formula": "C6CoF18O18S6", "method": "the ωB97M-V functional and the def2-TZVPD basis", "elements": ["Co", "C", "F", "F", "F", "S", "O", "O", "O", "C", "F", "F", "F", "S", "O", "O", "O", "C", "F", "F", "F", "S", "O", "O", "O", "C", "F", "F", "F", "S", "O", "O", "O", "C", "F", "F", "F", "S", "O", "O", "O", "C", "F", "F", "F", "S", "O", "O", "O"], "positions_angstrom": [[0.070, 0.646, -1.079], [-2.160, 0.548, 5.729], [-2.327, -0.712, 5.813], [-2.812, 1.154, 6.770], [-0.842, 0.885, 5.997], [-2.761, 1.279, 4.128], [-4.107, 0.788, 3.854], [-2.713, 2.749, 4.257], [-1.826, 0.773, 3.099], [1.978, -3.828, -5.383], [0.699, -3.837, -4.837], [2.681, -4.877, -4.943], [1.803, -3.975, -6.739], [2.995, -2.259, -4.898], [3.715, -1.867, -6.140], [2.073, -1.190, -4.392], [4.018, -2.767, -3.934], [-0.230, 7.649, -1.036], [-0.232, 7.644, 0.274], [-0.699, 8.801, -1.440], [1.027, 7.549, -1.584], [-1.439, 6.347, -1.750], [-2.614, 6.303, -0.927], [-1.772, 6.779, -3.118], [-0.726, 5.049, -1.680], [0.774, -6.242, 0.958], [-0.477, -5.912, 1.414], [1.234, -7.207, 1.752], [0.704, -6.785, -0.304], [1.884, -4.668, 1.092], [3.224, -5.209, 0.757], [1.335, -3.653, 0.148], [1.749, -4.155, 2.436], [5.515, 2.589, 3.221], [4.924, 3.791, 3.364], [6.781, 2.692, 3.699], [4.896, 1.676, 4.019], [5.406, 1.955, 1.412], [6.053, 2.920, 0.517], [6.021, 0.630, 1.517], [3.976, 1.940, 1.157], [-6.336, -2.538, -1.261], [-5.989, -3.637, -1.895], [-7.731, -2.448, -1.172], [-5.858, -2.648, 0.017], [-5.602, -0.980, -2.100], [-5.944, -0.862, -3.518], [-6.207, 0.183, -1.398], [-4.131, -1.061, -1.872]], "atomic_forces_ev_per_a": [[0.1649, -0.1261, -0.1260], [1.4919, 3.0458, 1.9891], [-0.1397, -1.6664, -0.2591], [-0.3624, -0.4154, -0.8450], [-1.4318, -0.7128, -1.1899], [-0.2794, 1.6347, -2.0068], [1.0670, -0.0005, 0.8460], [0.2690, -2.2831, 0.2856], [-0.6001, 0.3827, 1.1865], [-0.7852, 0.7175, 0.1127], [1.8705, -0.2310, -0.6230], [-0.8222, 0.0059, -0.3092], [0.2002, 0.1371, 1.2286], [3.0865, 2.4677, 0.7006], [-1.8211, -0.7839, 0.7277], [0.9648, -2.5907, -0.8623], [-2.7219, 0.3428, -1.1045], [-0.6358, -1.8134, -2.2317], [0.8237, -0.1301, 0.8489], [-0.3850, 1.9716, -0.2113], [-0.8127, -0.1535, 1.1439], [-0.0719, -3.3737, -1.9865], [-0.3723, 1.2122, 1.3638], [1.2351, 0.4453, 1.1297], [0.2013, 1.8808, -0.0676], [-0.1384, 1.1916, -0.2900], [0.7918, -0.6280, -0.8339], [0.0490, -0.2258, 0.1800], [-0.2640, 0.8497, 1.3826], [1.5143, 1.7480, -2.1801], [-2.2475, 0.3594, 0.4201], [0.4753, -2.3206, 0.7968], [-0.2930, -1.0532, 0.6870], [-0.0495, -0.8160, -0.7841], [0.1551, -0.4202, 0.2597], [-0.3083, 0.1723, -0.2208], [0.1504, 0.8829, -0.2660], [-0.2687, -0.5611, -1.5985], [0.4657, -0.4455, 1.5145], [-0.0693, 1.3854, 0.3034], [-0.0183, -0.0833, 0.8806], [-0.3349, 1.4736, 0.8504], [-0.3861, -0.4868, -0.2869], [1.8348, -0.4572, -0.2104], [-0.6901, 0.1802, -1.1203], [1.9930, 4.6470, -0.1302], [-0.3348, -1.9423, 0.6172], [0.1977, -2.3437, 0.2231], [-2.3576, -1.0705, 0.0654]], "e_above_lowest_kj_mol": 812.76, "orbital_gap_ha": [0.2110, 0.0691], "total_charge": -4, "s2": 3.77, "spin_multiplicity": 4, "e_homo_ev": [-1.08, -1.02]}

=====

Entry 2:
{"formula": "C14H22F5N4O4PS2TaTe", "method": "the ωB97M-V functional and the def2-TZVPD basis", "elements": ["Ta", "C", "C", "O", "P", "S", "S", "O", "C", "C", "H", "H", "H", "H", "H", "H", "H", "H", "H", "H", "C", "C", "O", "C", "C", "C", "C", "C", "C", "H", "H", "H", "H", "H", "H", "H", "H", "N", "C", "N", "N", "C", "N", "H", "H", "H", "H", "F", "Te", "F", "F", "F", "F", "O"], "positions_angstrom": [[-1.294, -0.412, -0.024], [0.800, 5.556, -0.974], [-0.586, 5.185, -1.433], [-0.495, 4.116, -2.445], [-1.043, 2.678, -2.243], [-0.628, 1.542, -3.812], [0.084, 1.686, -0.888], [-2.533, 2.718, -1.773], [-3.650, 2.762, -2.733], [-3.668, 4.051, -3.517], [0.734, 6.387, -0.272], [1.412, 5.868, -1.818], [1.284, 4.720, -0.470], [-1.085, 6.003, -1.946], [-1.218, 4.841, -0.614], [-4.530, 2.655, -2.106], [-3.561, 1.883, -3.371], [-3.722, 4.913, -2.853], [-4.548, 4.062, -4.160], [-2.789, 4.147, -4.157], [2.323, -1.651, -1.434], [0.974, -1.623, -2.063], [0.043, -1.073, -1.426], [0.705, -2.164, -3.374], [-0.600, -2.118, -3.889], [-0.861, -2.624, -5.145], [0.173, -3.174, -5.898], [1.470, -3.222, -5.399], [1.738, -2.724, -4.140], [2.263, -1.317, -0.401], [2.985, -0.979, -1.988], [2.760, -2.647, -1.485], [-1.393, -1.677, -3.300], [-1.865, -2.592, -5.545], [-0.035, -3.569, -6.884], [2.265, -3.649, -5.994], [2.749, -2.761, -3.756], [-2.442, -5.075, 2.530], [-1.317, -5.476, 1.940], [-0.779, -6.642, 2.257], [-0.676, -4.755, 1.009], [-1.037, -3.604, 0.630], [-1.262, -2.530, 0.227], [-2.907, -5.637, 3.224], [-2.871, -4.202, 2.275], [-1.184, -7.259, 2.940], [0.078, -6.916, 1.804], [-3.014, -0.936, 1.006], [-3.392, 1.013, 2.102], [-3.029, 2.604, 2.984], [-2.460, -0.203, -1.487], [-2.571, 0.028, 3.430], [0.081, -0.412, 1.260], [-1.971, 1.243, 0.969]], "atomic_forces_ev_per_a": [[0.1279, -0.0206, 0.0008], [-0.0081, -0.0405, -0.0470], [-0.0255, 0.0486, 0.0386], [-0.0162, -0.0247, -0.0456], [0.1388, -0.1341, 0.0632], [0.0035, 0.0627, 0.0305], [0.0435, 0.0437, -0.0541], [-0.0426, 0.0599, -0.0373], [-0.0239, 0.0208, -0.0259], [0.0107, -0.0285, 0.0252], [-0.0203, 0.0082, 0.0029], [0.0041, -0.0071, 0.0079], [0.0092, -0.0045, -0.0028], [-0.0081, 0.0077, 0.0163], [-0.0039, -0.0082, -0.0005], [0.0036, -0.0013, 0.0089], [0.0065, -0.0013, 0.0109], [0.0039, 0.0047, -0.0063], [-0.0042, -0.0066, 0.0011], [-0.0013, 0.0127, -0.0053], [-0.0045, -0.0027, -0.0099], [0.1083, 0.0642, 0.0464], [-0.1711, -0.1979, -0.0094], [0.0061, -0.0075, -0.0138], [0.0018, 0.0275, 0.0064], [-0.0080, -0.0118, -0.0156], [0.0064, 0.0037, 0.0158], [-0.0092, -0.0082, -0.0044], [0.0171, 0.0240, 0.0146], [-0.0034, -0.0027, 0.0000], [-0.0030, 0.0049, -0.0004], [-0.0072, -0.0001, 0.0068], [-0.0122, -0.0041, -0.0011], [0.0024, -0.0011, -0.0001], [0.0007, 0.0030, -0.0030], [0.0024, -0.0016, 0.0022], [0.0004, -0.0028, -0.0069], [-0.0125, 0.0148, 0.0153], [-0.0466, -0.0718, -0.0288], [0.0051, 0.0048, 0.0268], [-0.0008, -0.0813, -0.0635], [0.1171, 0.1738, 0.1060], [-0.1038, 0.0471, -0.1686], [0.0062, -0.0044, 0.0009], [0.0025, 0.0034, 0.0004], [0.0039, -0.0026, -0.0001], [-0.0074, 0.0020, -0.0032], [0.2631, 0.0919, -0.0126], [-0.2405, 0.1125, 0.1622], [0.0035, -0.0723, -0.0393], [-0.0469, -0.0053, 0.0843], [0.0117, 0.0544, 0.0254], [-0.0886, -0.0016, -0.0450], [0.0097, -0.1435, -0.0690]], "e_above_lowest_kj_mol": 0.00, "orbital_gap_ha": [0.3013, 0.2468], "total_charge": 2, "s2": 0.76, "spin_multiplicity": 2, "e_homo_ev": [-14.59, -14.71]}

=====

Entry 3:
{"formula": "C19H22ClNO4", "method": "the ωB97M-V functional and the def2-TZVPD basis", "elements": ["C", "C", "O", "C", "O", "C", "C", "C", "N", "C", "C", "C", "C", "O", "O", "C", "C", "C", "C", "C", "Cl", "C", "C", "C", "C", "H", "H", "H", "H", "H", "H", "H", "H", "H", "H", "H", "H", "H", "H", "H", "H", "H", "H", "H", "H", "H", "H"], "positions_angstrom": [[-6.136, -1.763, 0.549], [-5.401, -1.767, -0.783], [-4.712, -0.534, -1.001], [-3.503, -0.398, -0.447], [-2.966, -1.264, 0.195], [-2.943, 0.978, -0.751], [-2.795, 1.801, 0.535], [-1.663, 1.270, 1.408], [-0.414, 1.302, 0.667], [0.720, 0.971, 1.516], [2.006, 1.281, 0.798], [2.284, 2.568, 0.495], [3.486, 2.980, -0.202], [3.776, 4.113, -0.493], [4.362, 1.981, -0.544], [4.111, 0.685, -0.272], [5.068, -0.238, -0.691], [4.904, -1.593, -0.477], [5.926, -2.584, -0.924], [3.735, -2.008, 0.175], [3.477, -3.695, 0.456], [2.781, -1.114, 0.601], [2.946, 0.261, 0.393], [-0.493, 0.415, -0.482], [-1.576, 0.897, -1.440], [-5.423, -1.686, 1.366], [-6.822, -0.921, 0.598], [-6.698, -2.686, 0.658], [-4.676, -2.587, -0.813], [-6.098, -1.855, -1.619], [-3.661, 1.467, -1.415], [-3.729, 1.793, 1.100], [-2.568, 2.830, 0.255], [-1.560, 1.911, 2.288], [-1.904, 0.249, 1.749], [0.665, 1.610, 2.403], [0.686, -0.076, 1.855], [1.602, 3.360, 0.761], [5.945, 0.137, -1.194], [6.762, -2.087, -1.406], [6.293, -3.154, -0.071], [5.482, -3.292, -1.622], [1.897, -1.489, 1.090], [0.471, 0.428, -0.997], [-0.708, -0.621, -0.174], [-1.624, 0.230, -2.302], [-1.313, 1.897, -1.790]], "atomic_forces_ev_per_a": [[0.2616, 0.1472, -0.2879], [-0.1064, -0.4830, 0.2338], [-0.2709, 0.1929, -0.1773], [0.0595, 0.3497, -0.1892], [0.0402, -0.1864, 0.1196], [-0.0248, 0.0982, -0.0600], [0.0143, -0.2446, 0.1051], [-0.1772, 0.1483, 0.1681], [0.0410, 0.0227, 0.0969], [-0.2036, 0.0456, -0.0063], [0.1753, 0.6497, -0.0860], [-0.1950, -0.5456, 0.2018], [0.0266, 0.5754, -0.0763], [-0.0651, -0.3773, 0.0767], [0.1975, 0.1667, -0.1192], [-0.2739, -0.8476, 0.2284], [-0.1813, 0.2586, 0.0678], [-0.2117, 0.0327, 0.1041], [0.0314, 0.0014, -0.0172], [0.0206, 0.2785, -0.0388], [-0.0659, -0.2372, 0.0541], [0.0791, 0.0986, -0.0585], [0.5693, 0.0062, -0.2609], [0.0826, -0.0224, -0.3035], [0.0067, -0.2514, 0.1247], [0.0157, -0.0256, 0.0782], [-0.0973, 0.0392, 0.0219], [-0.0832, -0.0971, 0.0402], [-0.1495, 0.1131, -0.0764], [0.1216, 0.0079, 0.0727], [0.1116, -0.0560, 0.0933], [-0.0279, 0.0635, 0.0139], [-0.0376, 0.0334, 0.0152], [0.0015, -0.0441, -0.0089], [0.0434, 0.1012, 0.0509], [0.0178, -0.1225, -0.0118], [0.0009, 0.0873, 0.0299], [-0.0528, 0.0852, 0.0047], [0.1208, 0.0301, -0.0667], [0.0671, 0.0194, -0.0365], [0.0591, -0.0707, -0.0036], [0.0412, -0.0738, -0.0356], [-0.0626, -0.0442, 0.0497], [-0.0494, -0.0287, -0.0102], [0.1099, 0.0711, -0.0135], [0.0205, 0.0321, -0.0586], [-0.0008, 0.0024, -0.0489]], "e_above_lowest_kj_mol": 0.00, "orbital_gap_ha": 0.3129, "e_homo_ev": -8.60, "smiles": "CCOC(=O)C1CCN(Cc2cc(=O)oc3cc(C)c(Cl)cc23)CC1"}

=====

Entry 4:
{"formula": "C31H38GdINO2SSi3", "method": "the ωB97M-V functional and the def2-TZVPD basis", "elements": ["Gd", "C", "Si", "C", "C", "C", "Si", "C", "C", "C", "Si", "C", "C", "C", "C", "C", "C", "C", "N", "H", "H", "H", "H", "H", "H", "H", "H", "H", "H", "H", "H", "H", "H", "H", "H", "H", "H", "H", "H", "H", "H", "H", "H", "H", "H", "H", "H", "O", "C", "O", "C", "C", "C", "C", "C", "C", "S", "H", "H", "H", "H", "I", "C", "C", "C", "C", "C", "C", "C", "C", "C", "C", "H", "H", "H", "H", "H", "H"], "positions_angstrom": [[0.453, 0.842, 0.105], [-1.551, 0.910, -2.780], [-1.798, -0.825, -2.059], [-0.536, -1.894, -2.983], [-3.468, -1.396, -2.752], [-1.612, -0.840, -0.219], [-3.170, -0.256, 0.638], [-4.535, -1.584, 0.676], [-4.050, 1.190, -0.200], [-2.926, 0.110, 2.480], [-1.181, -2.501, 0.390], [-1.290, -2.794, 2.254], [-2.155, -3.962, -0.344], [0.622, -2.940, -0.049], [1.051, -4.268, 0.038], [2.331, -4.617, -0.346], [3.166, -3.619, -0.816], [2.686, -2.322, -0.850], [1.454, -1.973, -0.473], [-2.182, 1.028, -3.664], [-0.521, 1.090, -3.094], [-1.810, 1.712, -2.089], [-0.765, -1.852, -4.050], [-0.544, -2.941, -2.683], [0.479, -1.524, -2.845], [-3.407, -1.390, -3.843], [-4.282, -0.735, -2.460], [-3.727, -2.406, -2.436], [-4.778, -1.961, -0.315], [-5.443, -1.143, 1.095], [-4.268, -2.434, 1.305], [-4.679, 0.847, -1.021], [-3.370, 1.954, -0.563], [-4.700, 1.670, 0.534], [-3.009, -0.803, 3.067], [-3.704, 0.798, 2.815], [-1.973, 0.581, 2.715], [-2.323, -2.940, 2.568], [-0.867, -1.986, 2.846], [-0.739, -3.708, 2.492], [-3.222, -3.750, -0.343], [-2.002, -4.869, 0.246], [-1.861, -4.178, -1.371], [0.364, -5.022, 0.397], [2.669, -5.645, -0.287], [4.175, -3.828, -1.144], [3.329, -1.521, -1.187], [1.545, 2.972, 0.582], [0.923, 3.256, -0.451], [0.849, 2.429, -1.437], [-0.007, 4.421, -0.437], [0.167, 5.575, -1.176], [-0.765, 6.601, -1.089], [-1.873, 6.436, -0.268], [-2.055, 5.268, 0.452], [-1.128, 4.226, 0.390], [-1.399, 2.731, 1.287], [1.034, 5.672, -1.818], [-0.630, 7.511, -1.657], [-2.611, 7.226, -0.195], [-2.931, 5.142, 1.075], [1.247, 0.318, 3.191], [3.306, 0.293, 2.808], [4.129, 0.163, 3.897], [5.520, 0.177, 3.719], [6.043, 0.337, 2.465], [5.204, 0.483, 1.339], [5.759, 0.679, 0.057], [4.941, 0.845, -1.031], [3.548, 0.791, -0.878], [2.931, 0.559, 0.345], [3.777, 0.447, 1.481], [3.710, 0.054, 4.887], [6.171, 0.070, 4.577], [7.117, 0.360, 2.317], [6.837, 0.715, -0.044], [5.371, 1.016, -2.011], [2.942, 0.924, -1.772]], "atomic_forces_ev_per_a": [[-0.0485, -1.2396, 0.2196], [-0.0018, -0.0552, 0.0146], [0.0018, 0.1691, -0.1383], [-0.0286, 0.0676, 0.0434], [0.0977, -0.0693, 0.0864], [-0.2154, -0.1116, 0.0449], [0.0536, 0.0139, -0.0551], [0.0714, 0.0748, 0.0532], [0.0677, -0.0443, 0.0317], [-0.0070, 0.0288, -0.0886], [-0.0610, -0.0956, -0.0214], [0.0392, -0.0187, -0.0821], [0.0958, 0.0377, 0.0514], [-0.0260, -0.0431, 0.0137], [-0.0036, 0.0409, -0.0050], [0.0125, -0.0611, 0.0077], [0.0240, 0.0149, -0.0120], [0.0753, 0.0198, -0.0203], [-0.1237, 0.0207, 0.0485], [-0.0110, -0.0038, -0.0485], [0.0317, 0.0009, 0.0039], [-0.0346, 0.0223, 0.0337], [-0.0287, 0.0190, -0.0700], [0.0012, -0.1033, 0.0170], [0.0492, 0.0270, -0.0024], [-0.0008, 0.0118, -0.0437], [-0.0778, 0.0585, 0.0220], [-0.0007, -0.0903, 0.0200], [-0.0285, -0.0165, -0.1050], [-0.0467, 0.0442, 0.0383], [0.0146, -0.0922, 0.0514], [-0.0557, -0.0440, -0.0905], [0.0219, 0.0388, -0.0217], [-0.0430, 0.0070, 0.0622], [-0.0195, -0.0822, 0.0463], [-0.0396, 0.0436, 0.0151], [0.0673, 0.0208, 0.0130], [-0.0966, -0.0097, 0.0345], [0.0423, 0.0461, 0.0163], [0.0135, -0.0347, 0.0142], [-0.1044, 0.0275, 0.0238], [0.0179, -0.0444, 0.0176], [0.0170, -0.0052, -0.0699], [-0.0332, -0.0346, 0.0161], [-0.0049, 0.0094, 0.0005], [0.0102, 0.0023, -0.0030], [-0.0040, -0.0112, 0.0053], [0.2793, 0.4397, 0.0406], [0.0920, 0.5660, -0.2147], [-0.0865, 0.3618, -0.2494], [-0.0005, -0.0555, 0.0216], [-0.0049, 0.0559, -0.0102], [0.0016, 0.0021, 0.0082], [0.0079, 0.0698, -0.0537], [-0.0263, -0.0365, 0.0351], [0.0505, -0.0299, 0.0342], [-0.0561, 0.0642, -0.0839], [0.0073, -0.0005, -0.0016], [0.0015, 0.0248, -0.0164], [-0.0103, 0.0144, 0.0005], [-0.0375, -0.0032, 0.0291], [-0.0320, -0.0309, 0.0976], [0.1150, -0.0774, 0.4174], [-0.3916, 0.0199, -0.2375], [0.3386, 0.0277, -0.2407], [-0.0157, -0.0389, 0.3412], [-0.2589, 0.0130, -0.1038], [-0.0554, 0.0429, -0.2696], [0.3561, -0.0054, 0.2250], [-0.5321, -0.1808, 0.4702], [0.2853, 0.2808, -0.3250], [0.2640, -0.1203, -0.1654], [-0.0146, 0.0016, 0.0347], [0.0080, -0.0036, 0.0242], [0.0214, 0.0068, -0.0027], [0.0168, -0.0088, -0.0056], [0.0046, 0.0094, -0.0155], [-0.0080, 0.0342, 0.0272]], "orbital_gap_ha": [0.2492, 0.2065], "total_charge": -1, "s2": 16.05, "spin_multiplicity": 8, "e_homo_ev": [-4.42, -4.43]}

=====

| no. | total energy (eV) |
| --- | --- |
| 1 | -194622.450 |
| 2 | -82411.562 |
| 3 | -42263.615 |
| 4 | -101758.831 |